# C4H15N2O

A cluster of 2 separate species, C4H15N2O in total (ωB97M-V/def2-TZVPD, OMol25).

Calculated values
Orbital gap (eV): 10.5
Relative energy (zero: lowest compared OMol25 entry of this formula, charge and spin) (eV): 1.779
Total energy (a.u.): -345.880342
Total charge: +1
Strongest force on any atom (eV/Å): 2.38
Spin multiplicity: 1
Highest occupied orbital energy (eV): -13.515

CARTESIAN COORDINATES (ANGSTROEM)
C (0.9558, 1.2616, -0.2490)
N (0.6455, 2.5055, -0.9639)
C (-0.2512, 0.8573, 0.5737)
N (-1.4185, 0.7548, -0.3616)
C (-1.8600, -0.5952, -0.9058)
C (-1.5378, -1.7689, 0.0252)
H (1.9374, 1.2874, 0.2267)
H (1.1490, 0.5064, -1.0278)
H (0.7210, 3.4795, -0.7565)
H (0.6754, 2.3761, -1.9629)
H (-0.4724, 1.5437, 1.3898)
H (0.0633, -0.0532, 1.0920)
H (-1.1825, 1.3444, -1.1655)
H (-2.1749, 1.1636, 0.1789)
H (-2.9232, -0.4872, -1.0919)
H (-1.4477, -0.7041, -1.9125)
H (-2.0447, -1.6033, 0.9726)
H (-0.4548, -1.9000, -0.0397)
H (-1.8591, -2.6994, -0.4448)
H (3.8455, -2.1607, 1.4475)
H (4.1594, -2.8485, 2.6576)
O (3.4746, -2.2597, 2.3181)